Density functional theory data (wB97M-V/def2-TZVPD) for the ion C5H10NO with charge +1 at a distorted geometry.

```
17
Properties=species:S:1:pos:R:3:forces:R:3
C 1.5740 1.4693 -0.1344 4.1 -0.1 -2.4
N 1.3127 0.0658 0.1824 3.7 -2.2 -0.8
O 2.2983 -0.7058 0.3643 -3.7 2.7 -0.3
C 0.0411 -0.4483 -0.0201 -0.2 -1.9 1.1
C -0.0555 -1.9647 -0.0625 -1.2 -1.3 0.0
C -1.1492 0.1889 0.7148 -0.1 2.3 0.8
C -1.0378 0.3301 -0.7798 -1.9 -1.7 0.9
H 1.3748 1.6357 -1.2316 -1.1 0.1 1.4
H 2.7289 1.6118 -0.2774 -1.9 -0.6 1.2
H 1.2401 2.0957 0.6471 -0.9 0.9 0.3
H 0.4543 -2.2505 -1.0537 -0.9 -0.2 1.6
H -1.2514 -2.1165 -0.0858 3.0 -0.3 -0.2
H 0.3669 -2.5916 0.8597 -0.8 1.7 -2.1
H -1.0391 1.0716 1.3656 0.5 -0.4 -0.5
H -1.8120 -0.5195 1.2280 0.3 0.1 -0.8
H -1.7687 -0.4822 -1.1055 1.3 1.6 -0.9
H -0.8674 1.2640 -1.3520 -0.2 -0.8 0.7
```
Forces are in eV/Å.

Output
ΔE to the lowest compared entry with this formula, charge and spin	130.1	kcal per mole
frontier orbital gap	8.92	eV
HOMO	-15.821	eV
charge	+1
E_tot	-8872.939	eV
lowest unoccupied orbital energy	-6.90	eV

Atom charges from the Löwdin analysis, given in e for atoms 1 to 6: atom 1 (C): 0.05, atom 2 (N): -0.10, atom 3 (O): 0.19, atom 4 (C): -0.46, atom 5 (C): -0.01, atom 6 (C): -0.02

Density functional theory data (wB97M-V/def2-TZVPD) for the ion C5H10NO with charge +2 at a distorted geometry.

```
17
Properties=species:S:1:pos:R:3:forces:R:3
O -2.8465 0.5613 -1.2254 4.7 3.0 0.1
C -1.6726 1.0510 -1.1653 -4.4 -4.4 0.6
C -0.6007 0.0088 -0.7282 1.0 0.7 -0.8
C 0.3036 0.5140 0.5429 -2.0 -1.8 -0.8
C 1.8041 0.3783 0.4387 -0.9 0.4 -3.8
C 2.5084 0.0961 1.5212 1.9 -1.7 3.5
N -1.3508 -1.3075 -0.5016 -0.2 2.1 0.5
H -1.2913 2.0173 -1.4295 -0.3 0.9 -0.3
H -0.0434 -0.1737 -1.6843 0.2 0.3 1.0
H 0.0057 1.5436 0.7583 0.2 0.1 0.2
H -0.1163 -0.1694 1.3535 0.9 1.3 -0.4
H 2.3457 0.4467 -0.5986 -1.1 -0.5 1.7
H 2.4600 0.7117 2.4634 -0.3 -0.7 -0.7
H 3.0218 -0.9384 1.6643 0.0 1.9 -0.6
H -2.1833 -1.0806 0.1201 0.6 -0.8 -1.2
H -1.6025 -1.6730 -1.4241 -0.8 0.1 0.2
H -0.7418 -1.9862 -0.1055 0.6 -0.9 0.8
```
Forces are in eV/Å.

Output
ΔE to the lowest compared entry with this formula, charge and spin	32.2	kcal per mole
frontier orbital gap (spin up / spin down)	8.24 / 7.00	eV
expectation value of S²	0.755
2S+1	2
HOMO (spin up / spin down)	-18.860 / -18.864	eV
charge	+2
E_tot	-8861.820	eV
lowest unoccupied orbital energy (spin up / spin down)	-10.62 / -11.86	eV

Atom charges from the Löwdin analysis, given in e for atoms 1 to 6: atom 1 (O): 0.08, atom 2 (C): -0.07, atom 3 (C): -0.19, atom 4 (C): -0.05, atom 5 (C): 0.01, atom 6 (C): 0.23

Density functional theory data (wB97M-V/def2-TZVPD) for the ion C5H10NO2 with charge -1 at a distorted geometry.

```
18
Properties=species:S:1:pos:R:3:forces:R:3
C 0.3553 -0.9816 2.1590 -0.4 0.6 1.3
C -0.6613 -0.2474 1.2847 -1.2 0.0 0.0
C -0.4858 -0.4526 -0.2181 0.5 -0.2 0.1
C 0.4537 0.5808 -0.8709 -0.5 0.4 0.3
N 1.3951 -0.0155 -1.8130 -0.2 -0.4 -0.6
C -0.4662 1.6626 -1.5263 0.1 0.1 0.1
O -0.8586 2.5618 -0.7505 -0.1 -0.1 0.0
O -0.7384 1.4861 -2.7358 0.1 0.0 0.0
H 0.8115 -1.7828 1.5900 0.4 -0.1 0.1
H 1.0772 -0.3536 2.6989 0.4 0.1 -0.9
H -0.1294 -1.4050 3.0541 -0.2 -0.3 -0.5
H -0.8222 0.8145 1.4680 0.8 0.2 0.1
H -1.6608 -0.5964 1.5614 0.0 -0.5 -0.1
H -1.4569 -0.4537 -0.7126 0.0 0.1 -0.1
H -0.0541 -1.4499 -0.3723 -0.1 -0.1 0.0
H 0.9746 1.0838 -0.0495 0.3 0.0 -0.2
H 1.0270 -0.9305 -2.0730 0.2 0.0 0.2
H 1.2393 0.4794 -2.6942 0.1 0.2 0.2
```
Forces are in eV/Å.

Output
ΔE to the lowest compared entry with this formula, charge and spin	13.2	kcal per mole
frontier orbital gap	7.77	eV
HOMO	-3.985	eV
charge	-1
E_tot	-10933.692	eV
lowest unoccupied orbital energy	3.78	eV

Atom charges from the Löwdin analysis, given in e for atoms 1 to 6: atom 1 (C): -0.12, atom 2 (C): -0.27, atom 3 (C): -0.18, atom 4 (C): -0.35, atom 5 (N): 0.02, atom 6 (C): -0.73

Density functional theory data (wB97M-V/def2-TZVPD) for the ion C5H10NO2 with charge -1 at a distorted geometry.

```
18
Properties=species:S:1:pos:R:3:forces:R:3
O -1.6680 2.3921 -2.6369 0.0 -0.4 -0.2
C -0.7860 1.8493 -1.9880 -0.1 1.0 -0.2
N -0.3661 0.5778 -2.1099 0.0 0.4 -0.1
C 0.3493 -0.0547 -1.0073 1.1 -0.5 -0.2
C -0.5407 -0.5215 0.1330 -0.6 0.3 0.9
C -0.0144 -0.0743 1.5000 0.9 0.0 -0.2
C 0.9619 -1.2111 1.9890 -0.6 0.2 0.1
O 0.3135 -2.3789 2.0373 0.1 -0.3 0.2
H -0.2265 2.4728 -1.2746 0.2 -0.4 0.3
H -0.9611 0.0525 -2.7368 0.1 -0.3 0.2
H 1.0419 -0.8252 -1.3719 -0.8 -0.5 -0.4
H 1.1681 0.6029 -0.6834 -0.7 0.7 0.3
H -0.6171 -1.6069 0.2307 0.2 -0.1 -0.2
H -1.5771 -0.1831 0.0206 0.1 0.3 -0.4
H 0.4826 0.9083 1.4060 0.1 -0.1 0.0
H -0.7919 0.0804 2.2518 -0.2 -0.4 -0.1
H 1.8397 -1.2335 1.2817 0.1 0.3 -0.1
H 1.3920 -0.8470 2.9584 0.0 -0.1 0.0
```
Forces are in eV/Å.

Output
ΔE to the lowest compared entry with this formula, charge and spin	54.3	kcal per mole
frontier orbital gap	6.20	eV
HOMO	-2.567	eV
charge	-1
E_tot	-10931.910	eV
lowest unoccupied orbital energy	3.63	eV

Atom charges from the Löwdin analysis, given in e for atoms 1 to 6: atom 1 (O): -0.03, atom 2 (C): -0.40, atom 3 (N): 0.02, atom 4 (C): -0.22, atom 5 (C): -0.22, atom 6 (C): -0.23

Density functional theory data (wB97M-V/def2-TZVPD) for a structure of composition C5H10NO2 at a distorted geometry.

```
18
Properties=species:S:1:pos:R:3:forces:R:3
C 1.0286 -1.1419 -0.1244 -0.9 0.2 1.2
N -1.2331 -0.1541 -0.2456 3.1 1.2 1.5
C 1.2477 -1.3899 -1.6018 -0.2 0.7 -0.2
C 0.5950 1.2378 0.9213 1.3 0.6 -2.2
C 0.1018 0.0550 0.1602 -1.0 -0.2 -1.2
C -2.2007 0.8590 0.3596 -3.2 1.2 0.0
O -2.0190 1.1775 1.6246 1.4 -0.4 -0.2
O 2.2334 -1.0730 0.4865 0.1 0.0 0.2
H 0.3977 -1.8744 0.4513 0.9 -0.6 -0.8
H 0.2652 -1.2094 -2.0867 0.8 -0.5 -0.1
H 1.9708 -0.6098 -1.8942 -0.4 -0.2 -0.3
H 1.7435 -2.3427 -1.7744 -0.5 -0.1 -0.1
H 0.6289 1.9221 -0.0319 -0.5 0.0 2.1
H 1.6735 1.1311 1.1591 -0.8 -0.3 0.2
H -0.1057 1.4485 1.7612 0.2 0.7 -0.9
H -0.8124 -0.2006 0.9324 -1.9 -1.2 1.3
H -2.2656 1.7328 -0.3765 0.7 -0.6 0.2
H -3.2496 0.4320 0.2793 1.0 -0.4 -0.6
```
Forces are in eV/Å.

Output
ΔE to the lowest compared entry with this formula, charge and spin	152.5	kcal per mole
frontier orbital gap (spin up / spin down)	7.06 / 5.35	eV
expectation value of S²	0.754
2S+1	2
HOMO (spin up / spin down)	-7.911 / -7.905	eV
E_tot	-10924.077	eV
lowest unoccupied orbital energy (spin up / spin down)	-0.85 / -2.56	eV

Atom charges from the Löwdin analysis, given in e for atoms 1 to 6: atom 1 (C): -0.45, atom 2 (N): 0.17, atom 3 (C): -0.01, atom 4 (C): 0.00, atom 5 (C): -0.29, atom 6 (C): -0.49

Density functional theory data (wB97M-V/def2-TZVPD) for a cluster of 2 separate species, C5H10NO2 in total at a distorted geometry.

```
18
Properties=species:S:1:pos:R:3:forces:R:3
C -1.6013 0.2202 1.3650 0.9 1.4 0.9
C -2.6969 0.9466 0.5326 1.2 -0.7 -1.5
C -0.8932 -0.7688 0.8767 -1.9 0.5 1.2
C 1.7088 1.4478 -1.0686 1.1 -2.4 -0.9
C 0.2251 -2.3437 -0.3769 4.9 -1.2 -0.6
N 1.4379 0.3065 -0.0666 -0.6 2.2 -0.9
O -2.8530 0.8860 -0.6458 0.0 -0.4 0.6
O -0.7203 -1.9322 0.5534 -0.8 2.3 2.4
H -1.4178 0.9686 2.2702 0.3 -2.4 -1.7
H -3.1542 1.6446 1.1765 -1.2 0.9 0.8
H 0.8234 2.0492 -1.2652 -0.1 -0.4 -0.2
H 2.4715 2.0956 -0.6694 0.3 0.3 0.0
H 2.1320 0.9156 -1.9877 -0.8 1.2 1.0
H 1.0215 -1.5485 -0.6612 -2.0 -1.1 0.6
H -0.4151 -2.6368 -1.1178 -0.9 -0.9 -2.6
H 0.7491 -3.2491 0.0461 -0.8 1.0 -0.3
H 2.2768 0.1623 0.4487 1.1 -0.4 0.2
H 0.9058 0.8361 0.5900 -0.6 0.1 0.9
```
Forces are in eV/Å.

Output
ΔE to the lowest compared entry with this formula, charge and spin	137.7	kcal per mole
frontier orbital gap	8.42	eV
HOMO	-14.112	eV
charge	+1
E_tot	-10920.078	eV
lowest unoccupied orbital energy	-5.70	eV

Atom charges from the Löwdin analysis, given in e for atoms 1 to 6: atom 1 (C): 0.07, atom 2 (C): -0.20, atom 3 (C): 0.02, atom 4 (C): -0.09, atom 5 (C): 0.01, atom 6 (N): -0.07

Question: The highest E_tot belongs to which entry?
Answer: number 2